A molecular structure, C25H45BGeN10PtSSi3, computed with ωB97M-V/def2-TZVPD.

Positions of all 87 atoms, in Å:
Pt1 -0.30040 -1.09773 -0.07825
C1 -3.44558 0.38138 2.15162
C2 -2.09913 0.18037 1.90246
N1 -1.94589 -0.21876 0.63897
N2 -3.16757 -0.29685 0.05750
C3 -4.08109 0.07514 0.96360
B1 -3.30334 -1.01958 -1.31282
N3 -2.98905 -2.50595 -1.05625
C4 -3.76249 -3.59122 -1.23952
C5 -3.04900 -4.70437 -0.85814
C6 -1.81966 -4.20215 -0.43724
N4 -1.78986 -2.87952 -0.54895
N5 -2.16707 -0.42286 -2.22897
C7 -2.23478 0.09976 -3.46062
C8 -0.95458 0.37066 -3.91083
C9 -0.12357 -0.00540 -2.86868
N6 -0.87664 -0.47816 -1.87484
N7 -4.61720 -0.83842 -1.98801
C10 -5.03105 -1.39681 -3.16063
C11 -6.28986 -0.93116 -3.42516
C12 -6.57955 -0.07801 -2.34272
N8 -5.58025 -0.02406 -1.48757
H1 -3.89664 0.72683 3.06277
H2 -1.24090 0.31202 2.53529
H3 -5.11784 0.09243 0.67542
H4 -4.76500 -3.49541 -1.61775
H5 -3.37307 -5.72761 -0.87998
H6 -0.96484 -4.73631 -0.05718
H7 -3.18878 0.22311 -3.94093
H8 -0.66810 0.78094 -4.86048
H9 0.94300 0.01571 -2.76852
H10 -4.40465 -2.07778 -3.71197
H11 -6.91397 -1.17159 -4.26478
H12 -7.47369 0.49064 -2.15498
C13 0.78319 4.45102 -0.01806
Si1 -0.44652 3.03089 0.07318
C14 -1.36487 2.91774 -1.56029
C15 -1.68794 3.40901 1.42539
Ge1 0.98460 1.10109 0.37416
Si2 2.85789 1.56388 -1.12424
C16 2.43029 2.25180 -2.82502
C17 3.86819 -0.00823 -1.39717
C18 3.99318 2.80295 -0.29954
Si3 1.88327 1.07389 2.64038
C19 2.48899 2.81539 2.98098
C20 3.30320 -0.13249 2.85788
C21 0.60512 0.69055 3.96586
H13 0.20439 5.36855 -0.13856
H14 1.44384 4.37650 -0.88512
H15 1.39660 4.56628 0.87462
H16 -1.85512 3.86998 -1.76633
H17 -2.14415 2.15125 -1.53236
H18 -0.70144 2.70179 -2.39661
H19 -2.07002 4.41747 1.26011
H20 -1.24564 3.39278 2.42385
H21 -2.54141 2.73710 1.41051
H22 2.15103 1.50571 -3.56462
H23 3.36330 2.69654 -3.18281
H24 1.68119 3.04150 -2.82688
H25 3.20932 -0.78769 -1.80227
H26 4.28799 -0.32600 -0.44136
H27 4.67629 0.14927 -2.10633
H28 3.55747 3.78713 -0.13972
H29 4.84184 2.92408 -0.97722
H30 4.39120 2.44408 0.64817
H31 3.27734 3.15388 2.31551
H32 2.89082 2.82106 3.99691
H33 1.68280 3.54879 2.95596
H34 4.17642 0.14407 2.26508
H35 3.00079 -1.14307 2.59694
H36 3.60390 -0.14097 3.90654
H37 -0.27237 1.33487 3.93158
H38 1.09595 0.88686 4.92256
H39 0.28360 -0.35290 3.98365
C22 2.29095 -4.22302 3.09545
N9 3.12834 -3.75182 1.99695
C23 4.48848 -3.93835 1.89391
C24 4.88944 -3.36618 0.73483
N10 3.76364 -2.83726 0.15182
C25 2.70275 -3.06678 0.92736
S1 1.01383 -2.80346 0.61163
H40 2.92478 -4.76673 3.78888
H41 1.51848 -4.88497 2.70950
H42 1.83803 -3.37281 3.60193
H43 5.04430 -4.46017 2.64992
H44 5.85872 -3.29241 0.28035
H45 3.72579 -2.32172 -0.71966

The largest force on an atom comes out at 0.45 eV/Å. The highest occupied orbital energy is -13.744 eV. The value obtained for the HOMO-LUMO gap is 0.221 Ha. Its net charge is +2. Its LUMO energy is -7.7 eV.

A molecular structure, C25H45ClNO3PRe at a distorted geometry, computed with ωB97M-V/def2-TZVPD.

Positions of all 77 atoms, in Å:
Re1 0.98089 0.03448 2.23780
P1 0.30236 0.51776 0.06547
Cl1 1.96423 2.22578 2.24898
C1 -3.86096 -0.82977 1.33808
H1 -4.57941 -0.54932 0.56471
H2 -3.52173 0.00639 1.94567
C2 2.16217 0.74629 -0.43836
C3 -0.63155 2.18751 -0.18640
C4 2.50271 0.78487 -1.91373
H3 2.42636 1.73752 -0.03588
C5 3.98197 1.20603 -2.03347
H4 2.36168 -0.20376 -2.36024
H5 1.85982 1.49656 -2.45344
C6 4.96486 0.33086 -1.22017
H6 4.28323 1.19197 -3.08939
H7 4.07050 2.24275 -1.67253
C7 4.52746 0.15220 0.23083
H8 5.02583 -0.66632 -1.68866
H9 5.96027 0.80261 -1.22184
C8 3.04086 -0.25125 0.31276
H10 5.12152 -0.60407 0.76182
H11 4.61610 1.07564 0.82149
H12 2.89332 -1.28314 -0.06255
H13 2.81806 -0.10988 1.43797
C9 -0.45458 -0.52920 -1.37599
C10 -2.13822 2.02366 -0.45670
H14 -0.49245 2.65642 0.80371
C11 -2.86055 3.38195 -0.49927
H15 -2.29424 1.53741 -1.42910
H16 -2.60305 1.35331 0.28322
C12 -2.21942 4.40244 -1.45208
H17 -3.90794 3.23140 -0.78648
H18 -2.88538 3.81582 0.50794
C13 -0.69715 4.49900 -1.29407
H19 -2.46384 4.13289 -2.48912
H20 -2.66455 5.39347 -1.28045
C14 0.01385 3.13593 -1.21188
H21 -0.28819 5.08027 -2.13145
H22 -0.47686 5.06358 -0.37863
H23 -0.01373 2.68755 -2.21493
H24 1.07455 3.30139 -0.97320
C15 0.23496 -1.88005 -1.58155
H25 -1.47246 -0.70663 -0.98381
C16 -0.55099 -2.78694 -2.54635
H26 1.24472 -1.71859 -1.98753
H27 0.37510 -2.40522 -0.63169
C17 -0.83464 -2.12224 -3.89969
H28 0.00828 -3.71530 -2.71302
H29 -1.50659 -3.06737 -2.07995
C18 -1.39521 -0.70311 -3.75292
H30 0.09027 -2.08692 -4.49366
H31 -1.53833 -2.73393 -4.47599
C19 -0.59809 0.14919 -2.74951
H32 -1.38847 -0.20858 -4.73388
H33 -2.45010 -0.75644 -3.44207
H34 0.39757 0.33474 -3.17590
H35 -1.08068 1.12785 -2.67938
C20 1.14667 -1.84985 2.12768
C21 -3.51161 -2.09870 1.50974
H36 0.74387 -2.12229 1.12208
C22 -3.10542 -2.92318 2.74777
H37 -3.62923 -2.71067 0.58772
C23 -1.83367 -2.59051 3.60257
H38 -3.95680 -2.68470 3.42550
H39 -3.11414 -4.00089 2.48392
C24 -0.50174 -3.42791 3.51668
H40 -1.73307 -1.49912 3.55261
H41 -2.17975 -2.74467 4.64634
C25 0.94587 -3.04971 2.98733
H42 -0.32505 -3.68589 4.57034
H43 -0.77860 -4.38682 3.06724
H44 1.70242 -2.99536 3.79176
H45 1.33422 -3.88885 2.36721
O1 -0.72691 1.21079 6.10820
N1 0.45724 0.94636 6.02692
O2 1.17945 0.16220 6.60747
O3 0.45212 0.21030 3.86736

The largest force on an atom comes out at 4.12 eV/Å. The highest occupied orbital energy (alpha / beta) is -6.990 / -7.827 eV. As for the multiplicity: 4. The value obtained for the HOMO-LUMO gap (alpha / beta) is 0.260 / 0.255 Ha. Its net charge is 0. Its LUMO energy (alpha / beta) is 0.1 / -0.9 eV.

A molecular structure, C25H45F3HfO3P2S at a distorted geometry, computed with ωB97M-V/def2-TZVPD.

Positions of all 80 atoms, in Å:
Hf1 -0.29528 0.50302 0.02333
C1 -0.33452 0.49292 2.44473
C2 1.04052 0.15374 2.13887
C3 0.62023 2.27269 1.22382
C4 -0.58296 1.83198 1.93182
C5 1.63427 1.24277 1.39177
C6 -1.20718 -0.23285 3.43540
H1 -1.08453 -1.32193 3.40970
H2 -2.28139 -0.04496 3.31712
H3 -0.95276 0.07874 4.45731
C7 -1.70329 2.73423 2.32356
H4 -2.49078 2.20146 2.85847
H5 -2.15629 3.21955 1.45530
H6 -1.32691 3.53498 2.97191
C8 0.87344 3.64798 0.71256
H7 1.38984 4.25076 1.46576
H8 -0.04277 4.17715 0.44820
H9 1.49377 3.66693 -0.18913
C9 3.09485 1.59586 1.28367
H10 3.39646 2.06013 2.23314
H11 3.29207 2.34309 0.50536
H12 3.77839 0.75532 1.10083
C10 1.76775 -0.76112 3.07113
H13 1.78166 -0.26452 4.05771
H14 2.80129 -0.96049 2.76204
H15 1.26152 -1.73071 3.20867
C11 0.50131 -3.12829 -0.80947
C12 0.58192 -3.26314 0.55175
C13 1.45692 -4.32913 1.18635
C14 2.99022 -4.02133 1.11050
C15 3.38365 -2.75018 0.35393
C16 3.30479 -2.68217 -0.97660
C17 2.77823 -3.84606 -1.81608
C18 1.23567 -4.07381 -1.74913
H16 1.27217 -5.31911 0.72461
H17 3.45891 -4.87639 0.59166
H18 1.16255 -4.42933 2.24827
H19 1.04655 -5.12902 -1.47804
H20 -0.00404 -2.32041 -1.30744
H21 0.11728 -2.59438 1.25312
H22 0.81646 -3.92886 -2.76178
H23 3.09192 -3.68536 -2.86468
H24 3.70991 -1.84205 -1.53543
H25 3.26734 -4.77670 -1.47720
H26 3.42197 -3.99967 2.13059
H27 3.82203 -1.94958 0.94618
P1 -2.70308 -0.44964 -0.02909
C19 -3.83481 0.72869 0.77500
H28 -4.80224 0.33554 0.48503
H29 -3.74754 1.75847 0.42814
H30 -3.72002 0.68648 1.85533
C20 -3.35317 -0.56961 -1.71523
H31 -4.40765 -0.76293 -1.54908
H32 -2.87942 -1.40515 -2.23103
H33 -3.21045 0.35360 -2.27561
C21 -3.18118 -1.97495 0.77791
H34 -2.74699 -2.81368 0.24129
H35 -4.26060 -1.94249 0.69197
H36 -2.86348 -1.96863 1.81779
P2 0.95019 0.90027 -2.21676
C22 2.64032 1.51738 -2.09163
H37 3.00128 1.31118 -3.09265
H38 3.24278 1.03737 -1.32397
H39 2.58265 2.59080 -1.91880
C23 0.55232 -0.18866 -3.61697
H40 1.27168 -1.00573 -3.64115
H41 0.64650 0.47310 -4.47017
H42 -0.47231 -0.56566 -3.56198
C24 0.34624 2.43046 -3.02647
H43 1.06786 2.52636 -3.83654
H44 0.40130 3.28379 -2.34683
H45 -0.67742 2.30669 -3.38477
F1 -4.24320 5.11924 -1.44476
C25 -4.03841 3.94842 -0.77611
F2 -4.24688 4.17264 0.55129
F3 -4.97765 3.02467 -1.19224
S1 -2.12685 3.32704 -1.42670
O1 -2.81088 3.08092 -2.72696
O2 -1.18042 4.41541 -1.14628
O3 -1.40166 1.81687 -0.94616

The largest force on an atom comes out at 3.83 eV/Å. The highest occupied orbital energy is -14.313 eV. The value obtained for the HOMO-LUMO gap is 0.261 Ha. Its net charge is +2. Its LUMO energy is -7.2 eV.